{"formula": "C35H22N5S9Zr", "method": "ωB97M-V/def2-TZVPD", "lumo_ev": 1.43, "e_above_lowest_kcal_mol": 21.6, "total_energy_ev": -142907.3290, "orbital_gap_ev": 6.54, "total_charge": -1, "elements": ["Zr", "S", "C", "C", "C", "C", "C", "C", "S", "C", "C", "C", "C", "C", "C", "C", "S", "C", "C", "C", "C", "C", "C", "S", "N", "H", "H", "H", "H", "H", "H", "H", "H", "H", "H", "H", "H", "H", "H", "H", "S", "C", "C", "C", "C", "N", "C", "C", "C", "S", "C", "N", "H", "H", "S", "C", "S", "C", "N", "N", "C", "C", "C", "C", "C", "C", "S", "H", "H", "H", "H", "H"], "positions_angstrom": [[0.64805, -0.39221, -0.60574], [3.14755, -0.30401, -0.01147], [3.16742, 0.34004, -1.66919], [3.76296, -0.32245, -2.74583], [3.75127, 0.23442, -4.00851], [3.14267, 1.46761, -4.23361], [2.53244, 2.13791, -3.19144], [2.52697, 1.56348, -1.92714], [1.72505, 2.20744, -0.48041], [0.28804, 3.12585, -1.07006], [-0.92141, 2.33404, -1.49097], [-1.81873, 2.89363, -2.38617], [-3.04251, 2.28300, -2.58509], [-3.35554, 1.15948, -1.84202], [-2.39974, 0.62460, -0.99563], [-2.66850, -0.64788, -0.24147], [-1.80629, -1.92144, -1.22088], [-1.58036, -3.31836, -0.15936], [-2.16373, -4.51793, -0.55010], [-1.90073, -5.68170, 0.15598], [-1.06595, -5.62682, 1.26380], [-0.48817, -4.42900, 1.65447], [-0.71233, -3.25747, 0.93481], [0.02548, -1.74931, 1.45293], [-1.17502, 1.16739, -0.87562], [4.22009, -1.28636, -2.56763], [4.20763, -0.29849, -4.83271], [3.13691, 1.89783, -5.22662], [2.04624, 3.08956, -3.36600], [0.54171, 3.88719, -1.80611], [-0.01401, 3.63672, -0.14896], [-1.55144, 3.80192, -2.90828], [-3.75155, 2.68919, -3.29438], [-4.32053, 0.67886, -1.92151], [-3.73822, -0.84044, -0.18849], [-2.23166, -0.61419, 0.75782], [-2.80957, -4.53436, -1.41925], [-2.33821, -6.61904, -0.16084], [-0.85279, -6.52798, 1.82526], [0.16920, -4.39133, 2.51335], [0.13069, -0.22098, -3.20242], [0.02897, -1.86544, -3.76578], [-0.60908, -2.14370, -4.97344], [-0.76583, -3.44487, -5.42472], [-1.43659, -3.67845, -6.67519], [-1.96561, -3.84318, -7.68279], [-0.27549, -4.50780, -4.65104], [0.38547, -4.23696, -3.46340], [0.56350, -2.92805, -3.01108], [1.46180, -2.63404, -1.54405], [-0.46586, -5.87311, -5.06092], [-0.62244, -6.96879, -5.37235], [-1.00506, -1.32784, -5.56350], [0.76288, -5.05636, -2.86585], [3.82371, 4.00915, 5.08699], [2.39952, 3.32022, 4.54283], [2.34646, 2.58229, 2.97815], [0.66473, 2.18526, 3.17789], [0.19236, 2.55724, 4.32316], [1.16596, 3.19736, 5.08937], [0.69581, 3.64990, 6.36289], [1.52067, 4.29105, 7.28263], [1.00027, 4.70941, 8.50048], [-0.32882, 4.49983, 8.82367], [-1.14405, 3.85392, 7.90441], [-0.64557, 3.42974, 6.68558], [-0.23542, 1.40988, 1.93202], [2.55764, 4.46037, 7.05173], [1.66002, 5.20632, 9.20093], [-0.72465, 4.83112, 9.77507], [-2.18658, 3.67192, 8.13394], [-1.28210, 2.92518, 5.97787]]}